(1)
Computed, not measured: a structure of composition C36H56OP3SiTi in a non-equilibrium geometry, with ωB97M-V with the def2-TZVPD basis set.

Output
- frontier orbital gap (spin up / spin down) (eV) = 7.081 / 7.162
- expectation value of S² = 2.0092
- charge = +1
- maximum force (eV/Å) = 1.582
- lowest unoccupied orbital energy (spin up / spin down) (eV) = -2.507 / -2.497
- ΔE to the lowest compared entry with this formula, charge and spin (kJ/mol) = 40.4
- multiplicity = 3

XYZ file:
```
98
Properties=species:S:1:pos:R:3:mulliken_spin:R:1
Ti 0.17 0.11 -1.10 1.887
C -1.31 -3.13 -3.17 0.022
C -1.39 -3.51 -1.68 -0.015
C -2.58 -4.44 -1.44 0.000
P -1.21 -2.02 -0.58 0.041
C -2.93 -1.39 -0.19 0.004
C -3.70 -2.11 0.93 0.003
C -3.78 -1.27 -1.45 0.008
C -0.65 -2.74 1.02 0.004
C -0.68 -4.11 1.31 -0.001
C -0.28 -4.57 2.55 0.001
C 0.15 -3.68 3.52 0.001
C 0.21 -2.32 3.23 -0.006
C -0.17 -1.83 1.97 0.030
Si 0.13 -0.04 1.39 -0.165
C -1.15 1.12 2.21 0.037
C -1.51 1.05 3.56 0.006
C -2.44 1.93 4.11 -0.001
C -3.02 2.90 3.31 0.001
C -2.69 2.99 1.96 -0.009
C -1.76 2.10 1.41 -0.036
P -1.31 2.07 -0.36 0.063
C 0.32 2.98 -0.49 0.019
C 0.75 2.83 -1.96 -0.084
C 0.45 4.40 0.06 0.004
C -2.52 3.05 -1.35 0.009
C -2.63 4.56 -1.16 0.000
C -3.90 2.38 -1.25 -0.002
C 1.84 0.34 2.14 0.028
C 2.08 0.59 3.50 0.003
C 3.36 0.64 4.01 0.001
C 4.45 0.43 3.17 0.000
C 4.25 0.21 1.82 -0.012
C 2.95 0.19 1.29 -0.035
P 2.67 0.02 -0.52 0.058
C 4.01 1.12 -1.21 -0.011
C 3.89 1.31 -2.73 0.012
C 4.10 2.47 -0.48 0.008
C 3.33 -1.69 -0.91 -0.035
C 2.97 -2.10 -2.35 0.047
C 2.79 -2.75 0.05 0.024
H -1.42 -4.02 -3.79 0.000
H -0.35 -2.66 -3.41 -0.005
H -2.11 -2.44 -3.45 -0.002
H -0.47 -4.05 -1.45 0.003
H -3.45 -4.12 -2.01 0.000
H -2.87 -4.51 -0.39 0.000
H -2.33 -5.45 -1.79 0.000
H -2.73 -0.38 0.17 0.008
H -4.03 -3.10 0.62 0.001
H -4.59 -1.52 1.17 0.000
H -3.11 -2.21 1.84 -0.001
H -4.10 -2.25 -1.82 0.002
H -3.25 -0.76 -2.27 -0.003
H -4.69 -0.70 -1.24 0.000
H -1.01 -4.83 0.57 0.000
H -0.31 -5.63 2.76 0.000
H 0.46 -4.04 4.50 0.000
H 0.61 -1.64 3.97 0.001
H -1.08 0.28 4.20 0.000
H -2.72 1.86 5.16 0.000
H -3.75 3.60 3.73 0.000
H -3.17 3.74 1.36 0.000
H 0.98 2.35 0.12 -0.005
H 0.07 3.36 -2.63 0.004
H 0.75 1.78 -2.26 0.076
H 1.75 3.22 -2.14 -0.002
H 0.26 5.15 -0.70 0.001
H 1.47 4.57 0.42 0.001
H -0.22 4.58 0.90 -0.003
H -2.15 2.87 -2.36 0.012
H -3.19 4.83 -0.27 0.000
H -3.19 4.97 -2.01 0.000
H -1.67 5.07 -1.12 0.000
H -4.23 2.27 -0.21 0.000
H -3.91 1.39 -1.71 0.000
H -4.65 2.99 -1.77 0.000
H 1.24 0.76 4.17 0.001
H 3.52 0.84 5.06 0.000
H 5.46 0.44 3.57 0.000
H 5.11 0.07 1.17 0.000
H 4.93 0.58 -1.00 -0.002
H 2.85 1.36 -3.07 0.003
H 4.39 0.51 -3.28 0.002
H 4.37 2.24 -3.03 0.000
H 3.28 3.13 -0.74 -0.002
H 5.03 2.97 -0.79 0.000
H 4.12 2.37 0.60 0.000
H 4.41 -1.63 -0.81 -0.007
H 1.88 -2.11 -2.48 -0.001
H 3.32 -3.11 -2.56 0.001
H 3.39 -1.44 -3.11 0.002
H 1.72 -2.86 -0.05 0.016
H 3.00 -2.52 1.10 -0.001
H 3.25 -3.72 -0.18 0.000
O 0.00 -0.07 -3.44 -0.015
H -0.82 -0.19 -3.93 0.002
H 0.71 -0.32 -4.04 0.004
```

***

(2)
Computed, not measured: a structure of composition C36H57IrN2O4, with ωB97M-V with the def2-TZVPD basis set.

Output
- frontier orbital gap (eV) = 7.581
- maximum force (eV/Å) = 0.780
- lowest unoccupied orbital energy (eV) = 0.319
- ΔE to the lowest compared entry with this formula, charge and spin (kJ/mol) = 8.0

XYZ file:
```
100
Properties=species:S:1:pos:R:3:mulliken_charge:R:1
Ir 0.17 -0.28 0.41 2.365
C 1.68 2.24 1.06 -1.034
N 0.60 1.38 1.58 0.307
C 0.98 0.93 2.93 -0.657
C -0.70 2.10 1.63 -0.603
C -1.27 2.26 0.23 -1.035
N -0.99 1.05 -0.61 0.448
C -2.23 0.28 -0.93 -1.534
C -3.10 -0.09 0.23 0.360
C -4.47 0.09 0.04 -0.220
C -5.41 -0.32 0.98 -0.848
C -4.91 -0.95 2.12 -0.211
C -3.56 -1.16 2.37 -0.456
C -2.62 -0.67 1.42 0.438
O -1.33 -0.73 1.72 -0.447
C -3.12 -1.84 3.67 2.540
C -2.44 -0.81 4.58 -1.186
C -2.16 -3.01 3.39 -1.567
C -4.31 -2.43 4.43 -2.426
C -6.91 -0.11 0.81 2.034
C -7.43 0.78 1.95 -1.565
C -7.63 -1.47 0.87 -1.623
C -7.26 0.55 -0.52 -2.166
C -0.35 1.47 -1.90 -1.342
C 0.27 0.35 -2.68 -0.548
C -0.20 -0.01 -3.93 -0.297
C 0.46 -0.96 -4.69 -0.576
C 1.64 -1.49 -4.15 -0.203
C 2.15 -1.16 -2.90 0.117
C 1.41 -0.25 -2.12 0.399
O 1.74 0.10 -0.86 -1.226
C 3.49 -1.72 -2.40 2.436
C 3.29 -2.54 -1.13 -1.430
C 4.44 -0.55 -2.11 -1.632
C 4.16 -2.62 -3.44 -2.439
C -0.01 -1.42 -6.06 2.101
C 1.04 -1.07 -7.12 -1.623
C -0.22 -2.94 -6.05 -1.592
C -1.33 -0.77 -6.46 -2.138
H 1.89 3.03 1.78 0.396
H 1.39 2.68 0.11 0.355
H 2.56 1.64 0.88 0.262
H 1.07 1.79 3.60 0.383
H 1.93 0.40 2.87 0.331
H 0.22 0.24 3.30 -0.185
H -0.56 3.09 2.09 0.627
H -1.37 1.50 2.25 -0.059
H -0.82 3.12 -0.27 0.656
H -2.34 2.42 0.28 0.519
H -1.89 -0.60 -1.47 0.425
H -2.81 0.89 -1.63 0.519
H -4.79 0.56 -0.88 0.555
H -5.62 -1.29 2.86 0.447
H -1.56 -0.40 4.10 -0.190
H -2.14 -1.28 5.52 0.521
H -3.13 0.01 4.80 0.302
H -1.24 -2.68 2.93 0.157
H -2.64 -3.75 2.74 0.341
H -1.91 -3.51 4.34 0.481
H -4.96 -1.65 4.83 0.409
H -3.94 -3.00 5.28 0.458
H -4.91 -3.10 3.81 0.454
H -7.23 0.34 2.92 0.297
H -8.51 0.92 1.86 0.450
H -6.95 1.76 1.92 0.346
H -7.48 -1.96 1.83 0.311
H -7.26 -2.13 0.09 0.365
H -8.70 -1.34 0.72 0.459
H -6.80 1.54 -0.61 0.386
H -8.34 0.68 -0.59 0.437
H -6.93 -0.05 -1.37 0.393
H 0.44 2.18 -1.64 0.447
H -1.11 1.99 -2.49 0.563
H -1.10 0.47 -4.31 0.496
H 2.19 -2.20 -4.75 0.549
H 2.84 -1.95 -0.34 0.058
H 4.25 -2.92 -0.78 0.558
H 2.64 -3.40 -1.33 0.179
H 4.03 0.11 -1.35 0.178
H 4.62 0.03 -3.02 0.343
H 5.40 -0.93 -1.76 0.465
H 3.55 -3.50 -3.67 0.420
H 5.11 -2.97 -3.05 0.463
H 4.35 -2.09 -4.38 0.430
H 2.00 -1.55 -6.91 0.304
H 1.21 0.01 -7.15 0.349
H 0.71 -1.39 -8.11 0.463
H 0.71 -3.48 -5.83 0.304
H -0.58 -3.29 -7.03 0.450
H -0.96 -3.23 -5.30 0.341
H -1.24 0.32 -6.54 0.385
H -2.13 -0.99 -5.75 0.397
H -1.65 -1.14 -7.44 0.434
C 0.27 -4.23 0.64 -1.672
C 0.34 -2.74 0.53 1.081
O -0.26 -2.13 -0.42 -0.849
O 0.99 -2.03 1.35 -0.760
H -0.77 -4.53 0.69 0.348
H 0.81 -4.56 1.53 0.338
H 0.72 -4.67 -0.25 0.405
```

***

(3)
Computed, not measured: a cluster of 11 separate species, C36H58BCl2N13O3PS2 in total in a non-equilibrium geometry, with ωB97M-V with the def2-TZVPD basis set.

Output
- frontier orbital gap (eV) = 6.114
- charge = -1
- maximum force (eV/Å) = 1.371
- lowest unoccupied orbital energy (eV) = 1.723

XYZ file:
```
116
Properties=species:S:1:pos:R:3:mulliken_charge:R:1
C 3.11 -0.68 3.39 -1.116
C 3.76 -1.39 2.19 -0.214
P 3.26 -0.76 0.45 1.494
C 1.64 -1.80 0.43 -1.291
C 0.38 -1.12 0.95 0.374
C -0.90 -1.93 0.55 -0.687
S -2.01 -0.88 -0.42 -0.150
C -3.53 -0.85 0.39 0.280
S -4.02 -1.79 1.63 -0.319
N -4.36 0.14 -0.17 0.219
C -5.71 0.02 -0.49 -0.268
C -6.06 1.23 -1.03 -0.566
N -4.98 2.09 -1.04 -0.484
C -3.98 1.41 -0.52 -0.180
B 4.37 -2.15 -0.40 0.261
O 4.37 -3.50 0.05 -0.077
N 5.30 -1.81 -1.51 0.260
C 5.23 -2.81 -2.58 -1.175
C 6.68 -1.69 -0.99 -1.085
O 2.82 -0.20 -1.21 -0.492
C 2.23 1.06 -1.23 -0.899
C 2.70 1.71 0.08 0.521
C 2.02 2.99 0.45 -0.834
Cl 0.31 3.10 0.12 -0.157
C 2.63 4.03 1.02 0.894
C 2.02 5.33 1.45 -1.121
Cl 4.34 3.94 1.37 -0.223
O 2.51 0.73 1.05 -0.345
H 3.65 0.23 3.67 0.270
H 3.16 -1.34 4.28 0.369
H 2.06 -0.46 3.23 0.126
H 3.58 -2.46 2.27 0.033
H 4.85 -1.23 2.26 0.388
H 4.52 0.04 0.42 -0.567
H 1.46 -2.11 -0.61 0.528
H 1.80 -2.70 1.02 0.207
H 0.36 -1.07 2.04 -0.279
H 0.26 -0.11 0.57 -0.160
H -1.45 -2.33 1.40 0.525
H -0.63 -2.75 -0.12 0.417
H -6.27 -0.88 -0.32 0.507
H -7.02 1.50 -1.42 0.373
H -2.97 1.78 -0.39 0.390
H 3.54 -3.90 -0.24 0.064
H 5.87 -3.69 -2.39 0.344
H 5.48 -2.37 -3.54 0.274
H 4.20 -3.20 -2.66 0.370
H 6.91 -0.64 -0.78 0.207
H 7.39 -2.07 -1.73 0.448
H 6.82 -2.25 -0.06 0.246
H 1.14 0.94 -1.23 0.317
H 2.47 1.63 -2.14 0.193
H 3.76 1.91 -0.10 -0.058
H 0.95 5.35 1.26 0.201
H 2.17 5.45 2.53 0.319
H 2.48 6.17 0.93 0.318
C -8.80 -0.69 -3.83 -0.829
C -8.79 -1.05 -2.42 0.414
N -8.79 -1.36 -1.32 -0.481
H -9.81 -0.45 -4.15 0.262
H -8.17 0.18 -3.99 0.289
H -8.42 -1.52 -4.43 0.353
C 5.33 2.29 -2.27 0.064
C 6.67 2.37 -2.84 0.152
N 7.72 2.44 -3.28 -0.450
H 5.26 2.95 -1.39 0.110
H 4.60 2.61 -3.00 0.278
H 5.11 1.26 -1.96 -0.171
C 10.17 4.69 -4.26 -0.523
C 10.24 5.99 -4.91 0.295
N 10.31 7.01 -5.43 -0.383
H 10.69 4.72 -3.31 0.253
H 9.13 4.41 -4.08 0.110
H 10.62 3.93 -4.89 0.253
C -11.18 1.80 -1.06 -0.917
C -9.95 1.90 -1.82 0.419
N -8.97 1.96 -2.42 -0.477
H -11.11 2.39 -0.15 0.320
H -12.01 2.17 -1.66 0.284
H -11.36 0.76 -0.80 0.279
C 5.41 -6.41 0.96 -0.026
C 5.09 -7.43 -0.03 0.325
N 4.84 -8.24 -0.80 -0.474
H 6.48 -6.44 1.19 0.369
H 5.15 -5.41 0.59 -0.208
H 4.85 -6.60 1.87 0.172
C -3.28 -0.58 5.47 -0.845
C -2.03 -0.43 4.73 0.422
N -1.03 -0.32 4.18 -0.385
H -3.27 0.07 6.34 0.315
H -4.13 -0.31 4.83 0.282
H -3.38 -1.61 5.79 0.167
C -0.80 -2.86 8.15 -0.753
C -1.96 -3.31 7.40 0.405
N -2.85 -3.67 6.78 -0.446
H -1.11 -2.22 8.97 0.261
H -0.27 -3.72 8.56 0.302
H -0.13 -2.31 7.50 0.255
C 1.94 -7.36 2.04 -1.046
C 1.86 -6.10 1.32 0.441
N 1.80 -5.11 0.76 -0.348
H 2.51 -7.23 2.96 0.282
H 0.94 -7.71 2.29 0.360
H 2.43 -8.11 1.42 0.278
C -10.09 4.47 -5.15 -0.798
C -10.76 3.18 -5.03 0.380
N -11.26 2.16 -4.93 -0.414
H -10.83 5.27 -5.18 0.290
H -9.44 4.62 -4.29 0.276
H -9.50 4.50 -6.06 0.278
C -3.25 5.34 -0.68 -0.465
C -3.68 6.63 -1.20 0.197
N -4.03 7.65 -1.60 -0.388
H -3.08 4.65 -1.51 0.233
H -2.32 5.46 -0.12 0.143
H -4.01 4.92 -0.03 0.275
```

***

no.,calculated total energy (eV)
1,-99143.938
2,-52269.483
3,-120465.173